Entry 1:
84
Properties=species:S:1:pos:R:3:forces:R:3:mulliken_charge:R:1 method="wB97M-V/def2-TZVPD" gap_ev="6.622 / 6.999" s_squared=0.967 charge=+2 energy_ev=-128310.307 multiplicity=2
V 0.560644 -0.297446 0.915002 -0.50 0.60 -0.35 -0.005
C -0.197062 0.499025 3.923473 -0.04 -0.02 -0.06 -2.364
C -0.647451 0.904368 2.526710 -0.07 -0.17 0.38 0.953
C -1.933934 0.497996 2.087470 0.49 -0.21 0.22 0.772
C -2.692019 -0.542159 2.867566 0.04 -0.02 0.01 -2.385
C -2.531513 1.143614 0.994246 -0.10 0.19 -0.28 1.444
C -4.005362 0.969653 0.723741 0.05 0.00 0.00 -2.326
C -1.761817 1.994698 0.193602 -0.11 -0.14 -0.06 1.422
C -2.348484 2.651879 -1.021047 -0.03 0.03 -0.04 -2.415
C -0.414969 2.269643 0.512528 0.22 0.12 0.02 1.796
C 0.370076 3.183153 -0.392616 -0.15 0.00 0.02 -1.591
C 0.109423 1.826749 1.752092 0.05 0.41 0.17 0.517
C 1.286512 2.564144 2.360885 0.02 0.02 -0.09 -1.560
H -0.102841 -0.581516 4.054237 -0.01 0.01 -0.05 0.486
H -0.938728 0.833956 4.649556 -0.01 0.00 0.03 0.459
H 0.751970 0.946566 4.195484 -0.02 0.01 0.02 0.376
H -3.375418 -0.076507 3.583181 0.01 0.02 -0.03 0.472
H -2.027370 -1.187698 3.434971 0.02 0.01 0.02 0.354
H -3.287471 -1.172741 2.209253 0.02 0.00 0.01 0.556
H -4.208588 0.689789 -0.308013 0.02 -0.03 -0.02 0.425
H -4.522196 1.915073 0.904805 0.03 0.01 -0.01 0.464
H -4.463307 0.225680 1.366010 0.00 0.03 -0.01 0.409
H -1.853447 2.299771 -1.930910 -0.02 -0.02 0.03 0.417
H -2.194958 3.732033 -0.987093 0.00 -0.02 0.00 0.463
H -3.412748 2.471253 -1.123603 0.02 0.01 0.01 0.463
H 0.109954 4.227839 -0.197959 -0.03 -0.01 0.02 0.421
H 0.142572 2.986600 -1.439339 -0.01 -0.01 0.03 0.441
H 1.441860 3.083246 -0.275488 0.00 -0.01 0.04 -0.091
H 0.881283 3.388045 2.953658 0.02 0.02 0.02 0.420
H 1.937689 2.994415 1.607783 -0.02 0.02 -0.02 0.355
H 1.906388 1.961413 3.012767 0.03 -0.06 0.02 0.213
O -0.350606 -0.605905 -0.532130 -0.26 -0.99 -0.25 -0.175
C -1.315301 -1.596223 -0.626487 0.48 0.65 0.13 0.287
C -2.453764 -1.340459 -1.359374 -0.27 0.06 -0.26 -0.715
C -3.441413 -2.307259 -1.444827 -0.01 0.03 -0.05 -0.531
C -3.290628 -3.529191 -0.796103 0.05 0.05 0.01 -1.198
C -2.135597 -3.782957 -0.081919 -0.08 -0.11 0.00 -1.038
C -1.126847 -2.822285 0.005580 0.28 -0.15 0.21 0.468
C 0.135987 -3.112644 0.684191 0.27 0.61 0.07 0.482
N 1.034263 -2.217675 1.158641 -0.22 -0.55 0.18 0.699
C 2.116395 -2.948615 1.666597 -0.33 0.38 -0.21 -0.454
C 1.859121 -4.254897 1.497956 -0.36 -0.35 -0.21 -0.952
N 0.615439 -4.331887 0.883074 0.44 -0.61 0.25 0.020
H -2.540371 -0.393961 -1.876589 -0.03 0.01 0.02 0.685
H -4.333173 -2.109259 -2.024708 0.00 -0.01 0.01 0.516
H -4.067903 -4.277948 -0.854481 0.01 0.00 0.00 0.444
H -2.029164 -4.731649 0.430947 0.00 0.01 -0.01 0.521
H 2.987942 -2.476145 2.084727 -0.07 -0.03 -0.04 0.354
H 2.437880 -5.128306 1.742498 -0.04 0.00 -0.02 0.444
H 0.159047 -5.182684 0.588532 0.07 0.02 0.01 0.218
C 4.396395 3.836555 -2.530692 0.00 -0.01 -0.13 -0.664
C 3.890075 2.698573 -3.148591 0.11 0.19 -0.10 -0.769
C 3.435893 1.640343 -2.385605 -0.09 -0.07 0.08 -0.454
C 3.477149 1.711469 -0.993020 -0.13 0.15 0.06 0.609
C 3.982964 2.861496 -0.380710 -0.10 -0.08 0.11 0.295
C 4.444317 3.915781 -1.146089 0.03 0.11 -0.05 -0.941
Ge 2.974358 0.168677 0.036822 0.57 0.26 -0.04 0.533
C 3.888539 0.216105 1.746815 -0.12 -0.15 0.38 1.035
C 5.206673 0.660534 1.827108 0.08 0.08 0.00 -0.215
C 5.877582 0.676413 3.043782 -0.02 -0.04 0.05 -0.875
C 5.242175 0.250232 4.202512 0.03 0.02 -0.01 -0.781
C 3.927816 -0.195882 4.148092 0.08 0.03 -0.05 -1.320
C 3.271357 -0.210697 2.926633 -0.07 0.04 0.06 -0.658
C 3.434272 -1.405689 -0.987326 -0.31 -0.46 -0.21 0.470
C 4.740157 -1.886925 -0.906896 0.05 0.00 0.17 -0.497
C 5.135195 -2.991606 -1.650268 -0.06 0.01 -0.06 -0.662
C 4.227139 -3.625054 -2.487864 0.00 0.03 0.03 -0.647
C 2.924981 -3.150757 -2.582578 0.00 0.03 0.01 -0.709
C 2.530224 -2.047544 -1.835234 0.03 -0.05 -0.04 -0.186
H 4.765557 4.658660 -3.129905 -0.02 -0.01 -0.01 0.420
H 3.864114 2.623829 -4.227286 0.02 0.07 -0.02 0.452
H 3.066725 0.753283 -2.885714 -0.01 -0.06 0.04 0.408
H 4.032213 2.945242 0.700504 0.01 -0.09 -0.04 0.346
H 4.845604 4.794563 -0.659566 0.02 0.03 -0.04 0.468
H 5.721181 1.007100 0.938062 0.00 0.00 0.01 0.518
H 6.901039 1.023996 3.086000 0.01 0.00 0.00 0.466
H 5.769670 0.264715 5.147154 0.00 0.01 -0.01 0.443
H 3.428186 -0.532668 5.048062 0.00 0.01 -0.02 0.493
H 2.242485 -0.583523 2.932777 0.02 0.09 -0.07 0.920
H 5.461942 -1.409627 -0.253192 0.01 0.00 0.00 0.352
H 6.152152 -3.354987 -1.580043 -0.01 0.02 0.01 0.451
H 4.536504 -4.481439 -3.072863 -0.01 0.01 0.01 0.425
H 2.220832 -3.634643 -3.248353 0.01 0.02 0.01 0.475
H 1.510839 -1.686010 -1.929504 0.03 0.01 0.00 0.363

***

Entry 2:
91
Properties=species:S:1:pos:R:3:forces:R:3:mulliken_charge:R:1 method="wB97M-V/def2-TZVPD" gap_ev=7.840 charge=+1 energy_ev=-89337.689
Pb -0.176500 0.842800 0.105400 -0.57 -0.02 0.37 1.871
C 1.495000 -2.255700 -1.288200 -0.07 0.26 0.08 -0.192
C 0.366000 -2.633900 -0.319600 -0.43 -0.03 0.02 -0.032
P -1.405600 -2.990200 -0.863000 0.51 0.20 -0.19 -0.215
C -1.782700 -1.594100 -2.005600 -0.26 -0.20 0.31 0.634
C -2.301600 -0.438300 -1.394400 -0.45 -0.33 -0.43 -1.716
C -2.703600 0.651300 -2.161800 0.07 -0.05 0.10 -0.304
C -2.608100 0.598600 -3.542700 0.04 -0.15 0.01 -0.700
C -2.176200 -0.566100 -4.152100 -0.19 0.00 0.00 -0.409
C -1.779100 -1.656600 -3.391500 0.04 0.04 0.03 -0.478
C -1.150600 -4.482100 -1.901700 -0.29 0.23 0.37 0.614
C -0.360300 -4.642900 -3.035800 0.07 -0.03 -0.05 0.584
C -0.240900 -5.885800 -3.632400 0.08 -0.01 -0.10 -1.080
C -0.880600 -6.990100 -3.093100 -0.04 -0.02 0.02 -0.579
C -1.677100 -6.842100 -1.970600 0.00 -0.16 -0.08 -0.619
C -1.821300 -5.595400 -1.393200 0.03 0.12 0.02 -0.863
P 1.899100 -0.435000 -1.376600 1.25 -0.85 -0.95 -0.020
C 3.712700 -0.523300 -1.653100 -0.32 0.13 0.16 0.514
C 4.559600 0.291500 -0.911200 -0.11 -0.13 -0.05 -0.321
C 5.932400 0.160500 -1.044400 0.14 0.05 0.00 -0.674
C 6.458700 -0.779300 -1.913800 0.03 0.08 0.06 -0.561
C 5.614600 -1.570600 -2.677100 -0.04 -0.08 -0.09 -0.748
C 4.243800 -1.441000 -2.556200 0.06 0.08 0.10 -0.275
C 1.316600 0.178900 -3.001100 -0.28 -0.30 0.22 0.322
C 0.972400 -0.553500 -4.082700 0.30 0.13 0.83 -0.032
C 0.712700 0.055500 -5.350500 -0.03 0.57 -0.59 -1.001
C 0.769800 1.388900 -5.526900 -0.11 -0.38 0.00 -1.139
C 0.889400 2.280700 -4.378200 0.61 0.24 -0.27 -0.262
C 1.187600 1.641400 -3.056500 0.69 -0.15 0.03 -0.983
H 1.319000 -2.661100 -2.281500 0.07 0.01 -0.03 -0.206
H 2.419400 -2.711000 -0.919000 -0.04 0.11 -0.12 0.668
H 0.282000 -1.874000 0.468900 0.06 -0.24 0.08 -1.094
H 0.637200 -3.569400 0.183600 -0.05 0.15 0.06 0.843
H -2.557800 -0.472600 -0.338500 0.07 0.07 0.01 1.108
H -3.128000 1.521700 -1.685100 -0.05 0.11 0.11 0.649
H -2.897700 1.448000 -4.139500 -0.07 0.10 -0.06 0.481
H -2.167100 -0.636800 -5.230000 0.02 0.01 -0.07 0.482
H -1.486500 -2.568000 -3.888400 0.02 -0.05 -0.06 0.481
H 0.172100 -3.813500 -3.477600 0.00 0.07 -0.01 0.267
H 0.354800 -5.991500 -4.527300 0.09 -0.03 -0.04 0.434
H -0.759400 -7.960200 -3.549400 -0.01 -0.09 -0.07 0.392
H -2.189700 -7.692800 -1.547300 -0.04 -0.07 0.01 0.425
H -2.459200 -5.469000 -0.529100 -0.02 -0.04 0.07 0.369
H 4.144800 1.015100 -0.223500 -0.01 0.06 0.09 0.378
H 6.592000 0.786200 -0.463300 0.06 0.06 0.06 0.439
H 7.528300 -0.897300 -1.997600 0.09 0.02 -0.03 0.402
H 6.027200 -2.294000 -3.363500 0.04 -0.07 -0.07 0.439
H 3.591000 -2.060600 -3.153800 -0.06 -0.07 -0.08 0.254
H 0.976900 -1.631900 -4.048800 0.05 -0.13 0.06 0.407
H 0.565800 -0.599900 -6.195100 0.00 -0.02 -0.16 0.545
H 0.733500 1.836300 -6.507600 0.01 -0.05 -0.16 0.464
H 1.225500 3.299500 -4.544000 -0.03 0.01 0.02 0.600
H 1.736100 2.218200 -2.312300 0.01 0.09 -0.04 1.043
C 1.186600 -0.324400 3.123000 0.21 -0.16 -0.17 -0.799
N 0.099500 0.561400 2.628100 0.06 0.17 0.18 0.622
C 0.201200 1.840700 3.389700 0.01 0.26 -0.11 -0.826
N 0.107300 1.621100 4.811900 0.02 0.35 0.28 0.111
C 1.174400 0.725900 5.240500 0.14 0.04 0.03 -0.716
N 1.090900 -0.555600 4.542900 0.24 -0.24 0.16 0.115
C -0.204600 -1.161600 4.840700 0.02 -0.15 0.02 -0.705
N -1.296900 -0.288200 4.429500 -0.36 -0.21 0.12 0.171
C -1.205000 -0.061700 3.012000 -0.13 -0.02 -0.23 -0.944
C -1.170800 0.990700 5.121700 -0.10 0.09 0.03 -0.717
H 2.150500 0.144000 2.899600 -0.08 -0.02 -0.05 0.305
H 1.129400 -1.285700 2.601800 -0.02 0.07 -0.03 0.157
H -0.609800 2.496100 3.062300 0.05 -0.02 -0.02 0.257
H 1.161500 2.310700 3.156600 -0.07 -0.03 -0.03 0.248
H 1.084200 0.552100 6.314800 0.05 0.03 -0.06 0.337
H 2.144000 1.186100 5.033200 -0.05 -0.01 0.03 0.342
H -0.275200 -1.348800 5.913800 0.00 0.00 -0.06 0.327
H -0.286900 -2.113700 4.306900 0.00 0.05 0.08 0.356
H -2.005500 0.611400 2.693900 0.03 -0.04 -0.04 0.282
H -1.304100 -1.021300 2.492300 0.02 0.04 -0.07 0.358
H -1.235500 0.822100 6.198300 -0.03 0.03 -0.06 0.348
H -1.985200 1.649200 4.810700 0.02 -0.03 0.04 0.349
O -2.076100 2.320500 0.794700 -0.20 -0.18 0.16 -0.768
C -1.606600 3.176000 0.011700 -0.06 -0.02 0.28 1.233
N -0.339500 3.096900 -0.396000 0.55 0.42 -0.39 -0.430
S 0.113200 4.312100 -1.543900 -0.63 0.03 0.12 0.560
O 1.064300 5.207300 -0.908100 0.58 0.55 0.40 -0.723
O -0.076100 2.155700 -3.367700 -1.11 -0.17 0.08 -0.134
C -1.559000 5.040600 -1.428800 -0.09 -0.70 0.19 0.291
C -2.104900 6.073600 -2.160500 0.14 0.06 -0.08 -0.617
C -3.473500 6.298700 -2.054900 0.07 0.00 0.01 -0.515
C -4.271100 5.517600 -1.228900 -0.10 -0.03 0.05 -0.713
C -3.718500 4.498700 -0.472800 0.27 -0.07 0.03 -0.424
C -2.356500 4.269900 -0.594100 -0.31 0.42 -0.28 -0.205
H -1.494500 6.685500 -2.805600 0.06 0.06 -0.12 0.495
H -3.933000 7.078100 -2.642700 0.01 0.13 -0.03 0.418
H -5.335200 5.692100 -1.187700 -0.08 0.08 0.01 0.424
H -4.310800 3.870100 0.176200 -0.08 -0.01 0.02 0.527